The following is a DFT calculation (ωB97M-V/def2-TZVPD) of a cluster of 5 separate species, C24H50N5O6PS in total at a distorted geometry.

The geometry in XYZ format:
```
87
Properties=species:S:1:pos:R:3:mulliken_charge:R:1
O 5.95426 -6.42329 2.10416 -0.586
C 5.37641 -5.31677 2.08328 0.269
N 6.08444 -4.04176 2.05137 -0.100
C 5.32534 -2.83880 2.44453 0.275
O 5.78395 -1.71825 2.73926 -0.570
C 3.82777 -3.36146 2.32395 0.067
C 2.51343 -2.54138 2.37203 -0.312
C 1.18370 -3.35294 2.19582 0.449
P -0.41065 -2.29549 2.20917 0.164
S -0.05196 -0.80559 0.96762 -0.301
C 1.19097 -4.89875 2.02847 -0.529
C 2.52358 -5.72417 1.97781 -0.349
C 3.84013 -4.90333 2.11777 -0.020
H 7.03236 -4.01695 2.45177 0.313
H 2.54510 -1.40694 2.52176 0.369
H -1.43985 -3.18169 1.71165 0.096
H -0.68200 -1.79767 3.52664 0.118
H 0.18834 -5.43908 1.93798 0.275
H 2.55924 -6.84842 1.82509 0.403
C 3.66457 4.16623 0.30628 -0.705
O 2.68574 3.19393 -0.01822 -0.324
C 3.21372 1.95452 -0.48219 -0.921
C 3.68282 1.00240 0.63751 0.802
C 5.02019 1.39857 1.25629 -1.355
N 2.67824 0.88987 1.70343 -0.436
H 4.53833 4.10783 -0.35000 0.309
H 3.96487 4.06475 1.35081 0.250
H 3.21210 5.15389 0.19010 0.240
H 2.39079 1.46736 -1.01525 0.361
H 4.00572 2.12479 -1.22178 0.448
H 3.81561 0.01128 0.18749 0.332
H 4.93215 2.24279 1.94358 0.260
H 5.43364 0.56501 1.82986 0.193
H 5.74784 1.66114 0.48323 0.353
H 1.81304 0.52766 1.30053 -0.192
H 2.43211 1.83878 1.98869 0.336
C 1.89613 -8.55264 -3.31875 -0.667
O 2.20785 -8.14041 -1.99877 -0.384
C 3.57065 -8.32700 -1.62670 -0.662
C 4.52401 -7.21824 -2.11941 0.478
C 4.86266 -7.31892 -3.60365 -1.512
N 3.98287 -5.88097 -1.84402 -0.688
H 2.47489 -9.42933 -3.62523 0.305
H 2.05276 -7.72898 -4.01768 0.234
H 0.83537 -8.81202 -3.35077 0.255
H 3.57908 -8.31555 -0.53186 0.299
H 3.92096 -9.32126 -1.92989 0.433
H 5.46333 -7.32705 -1.56534 0.409
H 4.04966 -6.97281 -4.24533 0.283
H 5.73426 -6.70100 -3.83576 0.370
H 5.10367 -8.34847 -3.88217 0.355
H 3.85240 -5.78134 -0.83833 0.157
H 3.03150 -5.85727 -2.21352 0.335
C -5.44824 3.38297 0.87516 -0.582
O -5.34460 1.97331 0.99352 -0.448
C -4.40916 1.37288 0.10296 -0.910
C -2.94170 1.44740 0.57383 0.669
C -2.31028 2.82397 0.39004 -1.373
N -2.80594 1.04546 1.97935 -0.624
H -5.31741 3.72223 -0.15638 0.263
H -4.72427 3.86960 1.53193 0.206
H -6.44481 3.67917 1.21053 0.317
H -4.69231 0.31646 0.05015 0.364
H -4.52623 1.77721 -0.91006 0.400
H -2.36718 0.74381 -0.03911 0.340
H -2.63982 3.54238 1.14374 0.259
H -1.22183 2.75527 0.47233 0.269
H -2.54209 3.23325 -0.59712 0.334
H -3.13617 0.08689 2.07798 0.238
H -3.48278 1.58943 2.51667 0.304
C -7.90740 5.88967 -1.48329 -0.784
O -6.55629 5.89069 -1.05383 -0.248
C -5.74720 6.90105 -1.64902 -0.765
C -5.88020 8.29196 -0.99421 0.330
C -7.16361 9.02500 -1.37262 -1.389
N -5.79295 8.20886 0.46977 -0.736
H -8.00743 6.18084 -2.53334 0.336
H -8.50545 6.54476 -0.84718 0.265
H -8.29830 4.87595 -1.36819 0.247
H -4.71391 6.56421 -1.51630 0.345
H -5.92218 6.94833 -2.73084 0.412
H -5.04234 8.90126 -1.35189 0.396
H -8.03929 8.63949 -0.84635 0.287
H -7.08289 10.08536 -1.11858 0.356
H -7.35257 8.95599 -2.44737 0.339
H -4.88974 7.81065 0.72137 0.274
H -6.46145 7.49948 0.77309 0.323
```

SMILES string: O=C1NC(=O)c2cc([PH2]=S)ccc21.COC[C@@H](C)N.COC[C@@H](C)N.COC[C@@H](C)N.COC[C@@H](C)N
HOMO level, eV: -8.665

---

The following is a DFT calculation (ωB97M-V/def2-TZVPD) of a cluster of 7 separate species, C24H50NO13S5 in total at a distorted geometry.

The geometry in XYZ format:
```
93
Properties=species:S:1:pos:R:3:mulliken_charge:R:1
N -1.01824 -0.84557 -0.61172 0.425
H -0.24124 -1.24557 -0.24372 0.079
H -1.42524 -0.16357 -0.17772 -0.067
H -1.59824 -1.56557 -0.86772 0.428
H -0.99424 -0.64957 -1.67772 0.154
C 5.80576 -0.28957 0.20328 -1.589
C 5.22276 -0.88957 1.48528 0.356
C 4.78776 0.15243 2.44228 -0.642
O 3.39876 0.18543 2.40828 -0.320
C 2.99676 -0.76257 1.53328 0.569
O 1.82776 -1.04757 1.34028 -0.503
O 3.93576 -1.32657 1.05628 -0.244
H 6.75776 -0.09957 0.47628 0.595
H 5.38076 0.65443 -0.16772 0.317
H 5.85376 -1.13057 -0.43372 0.390
H 5.71176 -1.76057 1.85628 0.406
H 5.23676 1.09143 2.24328 0.346
H 5.22476 -0.02857 3.46328 0.290
C 3.24376 -4.34857 -2.35272 -0.886
C 3.48876 -4.61257 -3.80072 -0.629
C 2.35876 -3.88757 -4.58272 -0.986
S 1.97276 -2.42857 -3.63372 1.261
O 0.62976 -2.56457 -3.22472 -0.660
O 2.47076 -1.29257 -4.28672 -0.679
C 3.07076 -2.85657 -2.21572 -0.091
H 4.03776 -4.61657 -2.00272 0.601
H 2.24076 -4.76057 -2.01272 0.256
H 3.75676 -5.59557 -4.26172 0.370
H 4.44776 -4.27157 -4.19972 0.324
H 1.32876 -4.43757 -4.59672 0.259
H 2.67976 -3.69657 -5.44872 0.634
H 2.46576 -2.45957 -1.30772 -0.099
H 3.94676 -2.27957 -2.59572 0.312
C 0.73876 2.59543 2.90028 -0.609
C -0.63924 3.12643 2.52428 -0.529
C -0.82924 2.99143 0.93328 0.041
S 0.80676 2.76843 0.32828 1.133
O 1.10076 3.88143 -0.69372 -0.801
O 0.84376 1.39943 -0.18972 -0.389
C 1.68876 3.01043 1.71028 -0.089
H 0.84476 1.51943 2.96128 0.018
H 1.12176 2.97943 3.80128 0.601
H -0.49924 4.27443 2.85628 0.244
H -1.28324 2.54543 3.10328 0.451
H -1.40924 3.97043 0.34228 0.275
H -1.39224 2.10443 0.64028 -0.479
H 2.11176 4.04543 1.66128 0.403
H 2.53776 2.18943 1.79128 -0.260
C -0.70924 4.36343 -4.74272 -0.990
C -2.14524 4.42643 -4.97472 -0.457
C -2.71224 3.60943 -3.77672 -1.219
S -1.65324 2.19043 -3.66972 1.047
O -2.16224 1.15943 -4.60472 -0.740
O -1.42524 1.82443 -2.31872 -0.349
C -0.24324 3.00643 -4.30072 -0.593
H -0.30324 5.10743 -3.91172 0.262
H -0.23224 4.76243 -5.47572 0.622
H -2.50824 3.91943 -5.87572 0.323
H -2.63524 5.48143 -4.93572 0.307
H -3.64224 3.31143 -3.81372 0.772
H -2.50724 4.00843 -2.84072 0.371
H 0.00876 2.17843 -5.10572 0.343
H 0.36476 2.89143 -3.47772 0.372
C 0.29176 -5.08957 4.25228 -0.826
C 0.67176 -3.70057 4.75228 -1.742
C -0.46424 -2.74157 4.81428 -0.479
S -1.40524 -3.21157 3.38428 0.989
O -1.04624 -2.51157 2.22828 -0.441
O -2.82224 -3.19957 3.80028 -0.741
C -0.69524 -4.82357 3.12228 -0.777
H -0.22624 -5.26757 5.08628 0.339
H 1.06676 -5.65357 4.11528 0.623
H 1.32776 -3.43457 4.29528 0.769
H 1.04576 -3.75457 5.61728 0.845
H -0.30224 -1.78657 4.50028 0.200
H -0.89224 -2.70057 5.70728 0.464
H -0.13324 -4.67857 2.25428 0.312
H -1.45424 -5.49157 2.85828 0.469
C -4.83724 3.04243 0.70628 -0.113
C -5.59824 2.57643 2.00528 -0.872
C -5.32624 1.07143 2.10628 -1.036
S -5.16424 0.47043 0.47428 1.087
O -6.32124 -0.28957 0.06328 -0.715
O -3.91024 -0.23857 0.40428 -0.609
C -5.03624 1.96343 -0.39372 -0.135
H -3.68024 2.97543 0.85528 -0.248
H -5.22524 3.88843 0.21128 0.493
H -6.52224 2.65343 1.82028 0.558
H -5.24824 3.03543 3.10628 0.249
H -5.93424 0.50143 2.65528 0.641
H -4.47924 0.71843 2.61128 0.461
H -5.86524 2.06043 -1.20072 0.368
H -4.05424 1.80443 -0.86372 -0.192
```

Total charge: +1
ΔE to the lowest compared entry with this formula, charge and spin, kJ/mol: 477.34
HOMO level, eV: -12.170

---

The following is a DFT calculation (ωB97M-V/def2-TZVPD) of a cluster of 7 separate species, C24H51BIO21S in total at a distorted geometry.

The geometry in XYZ format:
```
99
Properties=species:S:1:pos:R:3:mulliken_charge:R:1
O 2.59541 -6.04455 -5.23566 -0.434
B 1.71807 -5.06747 -5.46999 0.439
O 1.80224 -3.83966 -4.95195 -0.310
O 0.63441 -5.37455 -6.37371 -0.148
S -0.78768 -5.56639 -5.73078 0.101
I -1.48902 -3.49456 -4.75045 0.352
H 2.79537 -6.17653 -4.29994 0.348
H 2.72383 -3.55462 -5.07628 0.291
H -0.60196 -6.31393 -4.60517 0.344
C 0.96757 -1.58445 -1.51587 -0.894
C 1.17003 -2.51749 -0.34082 -0.148
O 0.58430 -2.00341 0.85786 -0.354
C -0.74173 -2.12226 0.92744 0.792
O -1.44629 -2.64454 0.09831 -0.571
O -1.14536 -1.58704 2.06798 -0.325
C -2.56595 -1.57911 2.26302 -0.650
H 1.35107 -0.58962 -1.29136 0.303
H 1.48598 -1.96949 -2.39572 0.243
H -0.09039 -1.48167 -1.75539 0.262
H 2.23117 -2.62458 -0.12853 0.329
H 0.77194 -3.51225 -0.54339 0.193
H -2.98266 -2.57636 2.15147 0.306
H -3.03637 -0.89385 1.56079 0.300
H -2.74417 -1.22795 3.27407 0.223
C -7.24981 2.55056 4.62058 -1.155
C -6.51740 1.97427 5.81364 -0.147
O -5.24505 1.42000 5.43904 -0.361
C -4.27136 2.29704 5.22948 0.751
O -4.33514 3.49000 5.36490 -0.565
O -3.19127 1.62296 4.83289 -0.291
C -2.07511 2.45030 4.48841 -0.728
H -7.34811 1.79767 3.83784 0.362
H -8.24433 2.88573 4.91343 0.360
H -6.71380 3.39830 4.19754 0.278
H -7.08127 1.14301 6.22919 0.321
H -6.38179 2.71014 6.60534 0.305
H -1.82515 3.12736 5.30041 0.330
H -2.28959 3.01459 3.58265 0.329
H -1.24035 1.78024 4.30695 0.217
C -9.57187 9.95461 6.12411 -1.095
C -9.73031 8.97835 4.97865 -0.175
O -8.48659 8.35181 4.62776 -0.369
C -8.07771 7.38966 5.45118 0.757
O -8.66480 6.98695 6.42028 -0.562
O -6.90979 6.93306 5.00468 -0.355
C -6.30809 5.93371 5.83722 -0.486
H -8.80125 10.69024 5.89193 0.291
H -10.51104 10.47488 6.30904 0.354
H -9.27752 9.44306 7.03838 0.315
H -10.04717 9.50428 4.08097 0.284
H -10.47794 8.21764 5.19925 0.314
H -6.99713 5.11434 6.01938 0.177
H -5.99362 6.37308 6.78260 0.347
H -5.44028 5.56065 5.31113 0.200
C 5.20091 0.05225 -8.18475 -1.114
C 4.04464 -0.03696 -7.21323 -0.181
O 4.41851 -0.69093 -5.98577 -0.311
C 5.13976 0.04763 -5.14036 0.717
O 5.47014 1.18934 -5.30377 -0.551
O 5.42012 -0.70239 -4.07666 -0.327
C 6.26672 -0.05361 -3.11607 -0.587
H 5.62194 -0.93682 -8.36832 0.293
H 4.86585 0.47329 -9.13160 0.368
H 5.99571 0.68271 -7.79214 0.306
H 3.25081 -0.65139 -7.63400 0.276
H 3.62541 0.94396 -6.99503 0.324
H 5.85238 0.90226 -2.81748 0.182
H 7.26604 0.07970 -3.52411 0.308
H 6.31925 -0.70391 -2.24928 0.301
C -1.29047 -11.65856 -1.67427 -1.116
C -0.39785 -10.62287 -2.32008 -0.185
O -1.03741 -9.33120 -2.39862 -0.343
C -1.08514 -8.64884 -1.25452 0.727
O -0.61939 -8.98299 -0.20362 -0.528
O -1.73725 -7.50440 -1.49080 -0.324
C -1.93269 -6.69233 -0.32056 -0.664
H -2.24680 -11.71440 -2.19466 0.298
H -0.81452 -12.63722 -1.70698 0.363
H -1.49248 -11.41087 -0.63424 0.322
H -0.18841 -10.90005 -3.35075 0.281
H 0.55444 -10.53069 -1.80001 0.323
H -0.98998 -6.50588 0.18662 0.291
H -2.63495 -7.16965 0.35834 0.330
H -2.34823 -5.74738 -0.65762 0.228
C 10.04682 4.57586 1.24178 -1.098
C 10.52273 3.53956 0.24724 -0.180
O 9.42797 2.90023 -0.43164 -0.356
C 8.85026 3.62094 -1.38792 0.738
O 9.17317 4.71904 -1.74847 -0.551
O 7.84712 2.90034 -1.89625 -0.306
C 7.08312 3.57606 -2.89984 -0.448
H 9.34111 4.13197 1.94468 0.290
H 10.89152 4.97926 1.79867 0.356
H 9.54233 5.39947 0.74039 0.319
H 11.04432 2.73733 0.76378 0.286
H 11.20959 3.96682 -0.48167 0.317
H 7.71743 3.94781 -3.69980 0.307
H 6.51801 4.39670 -2.46132 0.313
H 6.39232 2.84872 -3.31002 0.014
```

Total charge: +1
HOMO level, eV: -11.568

---

Number 1: orbital gap 7.33 eV. Number 2: orbital gap 10.41 eV. Number 3: orbital gap 5.81 eV.